54
Properties=species:S:1:pos:R:3:nbo_charge:R:1 method="wB97M-V/def2-TZVPD" energy_ha=-6922.628520 charge=-2 largest_force_ev_per_a=0.3
H -2.037 1.345 -5.911 0.205
H 1.006 1.734 -1.942 0.340
C 1.109 -1.938 -2.535 0.093
C -3.566 -0.035 -2.677 -0.203
H -1.887 -1.403 2.391 0.480
C 1.582 1.938 0.111 0.691
O -0.690 0.829 -0.976 -0.826
Se 1.022 2.581 4.137 -0.637
I 2.205 4.099 -2.069 0.017
C -2.474 0.963 -4.996 -0.257
O -2.271 -0.657 2.878 -0.754
H 3.125 -1.320 -0.059 0.226
C -0.165 -0.212 4.077 -0.166
H 1.013 2.811 1.886 0.438
H -0.604 1.782 5.574 0.492
Se 0.461 -2.411 2.036 -0.685
H 2.744 1.541 -1.619 0.235
H -4.462 0.957 -5.775 0.185
C -1.594 0.707 -3.922 -0.134
H 1.593 0.380 3.004 0.223
S 0.121 0.946 -4.128 -0.517
O -1.467 -1.218 -0.976 -0.824
H 4.814 -2.130 -1.699 0.208
C 3.325 -2.478 -3.228 -0.173
C -4.401 0.227 -3.750 -0.281
H 1.815 0.252 4.741 0.189
N 1.230 2.946 0.874 -0.787
C -2.199 0.219 -2.742 -0.135
C -1.216 0.273 3.078 -0.049
H -1.661 1.198 3.438 0.212
H 0.048 -1.858 -2.717 0.239
C 1.858 2.113 -1.363 -0.627
O -1.206 1.102 5.944 -0.785
C 3.768 -2.091 -1.969 -0.273
C 1.977 -2.401 -3.515 -0.244
H -0.730 0.528 2.123 0.127
C 2.837 -1.640 -1.053 0.053
H 1.588 -2.655 -4.490 0.221
C -1.412 -0.064 -1.503 0.765
H -5.466 0.038 -3.681 0.188
H -3.965 -0.446 -1.757 0.213
H 1.158 3.869 0.481 0.397
C -0.754 -0.162 5.500 -0.046
C 1.131 0.608 3.966 -0.544
H 1.111 -1.906 4.414 0.202
H 4.028 -2.825 -3.976 0.202
N 1.530 -1.567 -1.327 -0.552
C 0.193 -1.697 3.863 -0.522
C -3.834 0.737 -4.916 -0.223
Mg 0.204 -0.663 0.201 1.709
H 0.007 -0.562 6.190 0.137
H -0.593 -2.322 4.288 0.201
O 1.665 0.767 0.540 -0.811
H -1.618 -0.832 5.535 0.168